This record from OMol25 describes a single CH2O3S molecule in a non-equilibrium geometry. The level of theory is ωB97M-V with the def2-TZVPD basis set.

Output
LUMO level = 0.0198 Ha
energy relative to the best compared isomer or geometry (same formula, charge and spin) = 18.9 kcal per mole
orbital gap = 9.56 eV
strongest force on any atom = 2.4 eV Å⁻¹

Atoms and positions in Å:
C  -0.4413  -0.0888  0.2605
O  2.3793  -0.4856  0.5145
O  0.2599  1.0776  0.1726
O  -1.5243  -0.2750  -0.5174
S  1.4144  -0.0689  -0.4702
H  -0.5072  -0.5856  1.2216
H  -1.5808  0.4264  -1.1816

***

This record from OMol25 describes H10MgO13S2 as an isolated structure in a non-equilibrium geometry. The level of theory is ωB97M-V with the def2-TZVPD basis set.

Output
LUMO level = 0.1459 Ha
charge = -2
energy relative to the best compared isomer or geometry (same formula, charge and spin) = 0.0 kcal per mole
orbital gap = 5.16 eV
strongest force on any atom = 2.1 eV Å⁻¹

Atoms and positions in Å:
Mg  -0.3774  -0.0843  0.3136
S  1.5594  1.6108  2.3370
O  1.5717  3.0772  2.3702
O  2.9008  1.0415  2.1035
O  0.9378  1.0394  3.5716
O  0.6496  1.1595  1.2100
S  0.4316  -1.1782  -2.4820
O  0.4197  -0.1123  -1.3836
O  -0.9846  -1.2288  -2.9753
O  1.3691  -0.7949  -3.5374
O  0.7787  -2.4675  -1.8219
O  -1.3921  -0.3966  2.0929
H  -1.5468  0.2475  2.7926
H  -2.0513  -1.0897  2.1814
O  -1.6518  -1.5854  -0.4680
H  -1.5743  -2.5388  -0.5421
H  -2.0843  -1.2963  -1.2851
O  1.2340  2.4583  -2.0877
H  0.8722  1.5620  -1.9338
H  2.1813  2.3029  -2.0548
O  -1.9153  1.2306  -0.2216
H  -2.7731  1.2736  0.2061
H  -2.0776  1.2932  -1.1710
O  0.9524  -1.5420  0.8659
H  0.8771  -2.4063  0.4428
H  1.6934  -1.5756  1.4767

***

This record from OMol25 describes C4H9NO2 as an isolated structure. The level of theory is ωB97M-V with the def2-TZVPD basis set.

Output
LUMO level (alpha / beta) = 0.0215 / 0.0215 Ha
energy relative to the best compared isomer or geometry (same formula, charge and spin) = 176.5 kcal per mole
orbital gap (alpha / beta) = 8.74 / 8.74 eV
strongest force on any atom = 0.5 eV Å⁻¹

Atoms and positions in Å:
C  -0.5185  -1.3070  0.8203
O  -0.1048  -0.2708  1.6369
C  0.9721  1.1305  0.4880
C  0.2614  0.6074  -0.5694
N  0.4442  -0.6497  -0.9922
O  1.7308  -1.1017  -0.6378
C  -1.0535  1.2047  -0.9975
H  -0.6767  -1.2343  2.1082
H  -1.5121  -1.2723  0.3754
H  0.1251  -2.1693  0.6799
H  1.9313  0.7155  0.7680
H  0.7178  2.1133  0.8762
H  1.8525  -1.8414  -1.2462
H  -0.9253  2.2356  -1.3423
H  -1.7568  1.2200  -0.1553
H  -1.4876  0.6195  -1.8119

***

This record from OMol25 describes C38H42AuN4O4S as an isolated structure in a non-equilibrium geometry. The level of theory is ωB97M-V with the def2-TZVPD basis set.

Output
LUMO level (alpha / beta) = -0.1972 / -0.1974 Ha
charge = +1
orbital gap (alpha / beta) = 5.81 / 5.81 eV
strongest force on any atom = 1.8 eV Å⁻¹

Atoms and positions in Å:
Au  -0.3271  0.8647  -0.8935
C  0.3908  -2.1403  -3.2362
C  0.4846  -1.1293  -4.3388
C  1.2456  -1.4022  -5.4695
C  1.3507  -0.4926  -6.5059
C  0.7007  0.7273  -6.4166
C  -0.0688  1.0427  -5.3079
C  -0.7749  2.3704  -5.2126
C  -0.1913  0.0959  -4.2744
N  -1.0126  0.4473  -3.1733
C  -2.2833  0.4137  -3.2443
C  -3.0290  -0.2629  -4.3543
C  -3.0670  1.0855  -2.1620
C  -4.5126  1.3654  -2.4195
N  -2.4710  1.4699  -1.1044
C  -3.1180  2.0780  0.0007
C  -3.9532  1.2999  0.8277
C  -4.2315  -0.1507  0.5416
C  -4.5278  1.9114  1.9329
C  -4.2812  3.2417  2.2319
C  -3.4634  3.9904  1.4055
C  -2.8773  3.4273  0.2791
C  -2.0599  4.3008  -0.6376
H  0.6708  -3.1286  -3.5977
H  -0.6112  -2.1969  -2.8104
H  1.0796  -1.8713  -2.4338
H  1.7572  -2.3545  -5.5353
H  1.9390  -0.7375  -7.3799
H  0.7891  1.4475  -7.2204
H  -0.3539  3.0776  -5.9240
H  -0.6801  2.7889  -4.2087
H  -1.8405  2.2727  -5.4376
H  -2.3383  -0.6036  -5.1205
H  -3.7757  0.3867  -4.8090
H  -3.5513  -1.1340  -3.9491
H  -4.6087  1.9958  -3.3059
H  -4.9669  1.8750  -1.5741
H  -5.0528  0.4382  -2.6150
H  -3.3469  -0.6649  0.1751
H  -5.0308  -0.2613  -0.1970
H  -4.5623  -0.6499  1.4499
H  -5.1807  1.3261  2.5683
H  -4.7291  3.6937  3.1068
H  -3.2766  5.0347  1.6261
H  -2.6809  5.0962  -1.0518
H  -1.6334  3.7434  -1.4703
H  -1.2568  4.7901  -0.0819
C  0.9974  2.5357  -0.7385
C  1.6516  2.2828  0.5170
C  1.0617  2.6852  1.7300
C  1.6918  2.4473  2.9282
C  2.9321  1.7979  2.9459
C  3.5322  1.3894  1.7511
C  2.8907  1.6189  0.5567
C  3.5752  1.5452  4.1960
N  4.0816  1.3404  5.2069
H  1.6176  2.4464  -1.6274
H  0.3264  3.3880  -0.7582
H  0.0984  3.1829  1.7195
H  1.2424  2.7528  3.8630
H  4.4912  0.8915  1.7790
H  3.3387  1.2945  -0.3743
C  4.0540  -0.9492  6.3509
C  3.4778  -1.9954  5.4405
C  4.3102  -2.7359  4.5977
C  3.7951  -3.7199  3.7740
C  2.4278  -3.9590  3.7890
C  1.5776  -3.2416  4.6126
C  2.1106  -2.2638  5.4381
S  1.7541  -5.1692  2.6936
O  0.3198  -5.1420  2.8046
O  2.4327  -6.4200  2.8099
N  2.2345  -4.5211  1.2101
C  1.9031  -3.1324  0.9095
C  0.3999  -2.8320  0.8055
C  0.0977  -1.4916  0.2000
O  -1.0812  -1.2034  -0.1326
O  1.0367  -0.6527  0.0137
H  4.8640  -0.4043  5.8674
H  4.4625  -1.4203  7.2474
H  3.2951  -0.2346  6.6650
H  5.3746  -2.5345  4.5980
H  4.4288  -4.3080  3.1221
H  0.5183  -3.4646  4.6031
H  1.4569  -1.7013  6.0934
H  1.9692  -5.1733  0.4795
H  2.3901  -2.8744  -0.0314
H  2.3530  -2.5091  1.6818
H  -0.0753  -2.8691  1.7863
H  -0.0982  -3.5945  0.2030

***

This record from OMol25 describes a 12-piece molecular cluster, C12H48N12O12 overall in a non-equilibrium geometry. The level of theory is ωB97M-V with the def2-TZVPD basis set.

Output
LUMO level = 0.0023 Ha
SMILES = NC(N)=O.NC(N)=O.NC(N)=O.NC(N)=O.NC(N)=O.NC(N)=O.CO.CO.CO.CO.CO.CO
energy relative to the best compared isomer or geometry (same formula, charge and spin) = 160.7 kcal per mole
orbital gap = 9.37 eV
strongest force on any atom = 11.1 eV Å⁻¹

Atoms and positions in Å:
N  -29.8914  19.6327  -9.0989
C  -30.1787  19.1495  -7.9140
N  -31.4348  18.9895  -7.7282
O  -29.4209  18.6988  -7.1082
H  -30.6482  20.0662  -9.6081
H  -29.1990  19.0598  -9.5598
H  -31.8709  18.6289  -6.8916
H  -32.0626  19.2218  -8.4846
N  -26.2979  20.3148  -17.0908
C  -27.2915  19.6501  -16.5717
N  -28.2330  19.4643  -17.4903
O  -27.4320  19.4585  -15.4255
H  -26.1398  20.4535  -18.0787
H  -25.7095  20.7636  -16.4034
H  -29.0857  18.9905  -17.2284
H  -27.9091  19.5313  -18.4447
N  -25.2728  23.8594  -11.1329
C  -24.3290  24.1441  -12.0227
N  -23.9979  25.4488  -12.0482
O  -23.8028  23.3439  -12.7475
H  -25.6959  24.6892  -10.7422
H  -25.6481  22.9233  -11.0784
H  -24.3904  26.1088  -11.3921
H  -23.3405  25.7260  -12.7631
N  -21.1100  18.6300  -6.5300
C  -21.8176  19.3512  -5.7256
N  -22.8775  19.6307  -6.2614
O  -21.4886  19.6910  -4.6144
H  -21.6711  18.2228  -7.2644
H  -20.3209  18.1506  -6.1207
H  -22.9187  19.4740  -7.2583
H  -23.7043  19.7813  -5.7012
N  -34.6339  15.0859  -4.1281
C  -34.8967  15.7773  -3.0442
N  -35.6684  15.1561  -2.1783
O  -34.3713  16.8823  -2.8401
H  -34.1816  15.3900  -4.9785
H  -35.1661  14.2276  -4.1196
H  -35.7729  15.6156  -1.2849
H  -36.1357  14.2953  -2.4246
N  -39.4655  19.0055  -9.4867
C  -39.7991  17.7992  -9.1912
N  -40.9546  17.4812  -9.7056
O  -39.1523  17.0108  -8.5229
H  -38.5048  19.2813  -9.3415
H  -40.1138  19.6001  -9.9829
H  -41.4527  18.2838  -10.0630
H  -41.4263  16.7141  -9.2483
C  -28.3537  13.9674  -13.8791
O  -29.1661  15.0893  -13.3905
H  -27.5987  14.4981  -14.4591
H  -27.7872  13.3548  -13.1778
H  -28.8814  13.2631  -14.5221
H  -28.6782  15.9063  -13.5174
C  -25.4422  16.5071  -1.6110
O  -25.5451  15.4224  -0.6739
H  -26.4196  16.6137  -2.0817
H  -25.3138  17.4606  -1.0987
H  -24.7781  16.3109  -2.4528
H  -26.4788  15.3197  -0.4759
C  -33.4002  21.3733  -13.8598
O  -33.9832  21.4437  -12.6375
H  -34.1599  21.6495  -14.5910
H  -32.6170  22.1277  -13.9339
H  -32.9177  20.4280  -14.1086
H  -34.3755  22.3099  -12.5058
C  -34.6892  14.1569  -11.6100
O  -34.1389  13.4306  -12.6652
H  -34.5692  15.2401  -11.5887
H  -35.7341  13.9031  -11.4316
H  -34.1966  13.7688  -10.7185
H  -33.1963  13.5105  -12.5018
C  -26.4938  13.6396  -7.1276
O  -27.8365  13.8921  -7.5132
H  -25.8485  13.6885  -8.0047
H  -26.2187  14.3072  -6.3111
H  -26.2827  12.6566  -6.7065
H  -27.8803  14.8510  -7.4975
C  -21.8678  17.1192  -11.9858
O  -22.8415  18.0390  -11.3803
H  -20.9052  17.5349  -12.2837
H  -21.6294  16.3257  -11.2775
H  -22.3162  16.7115  -12.8917
H  -22.8750  18.8400  -11.9083

***

This record from OMol25 describes C2ClN6O4 as an isolated structure in a non-equilibrium geometry. The level of theory is ωB97M-V with the def2-TZVPD basis set.

Output
LUMO level (alpha / beta) = 0.0527 / -0.0448 Ha
charge = -1
energy relative to the best compared isomer or geometry (same formula, charge and spin) = 116.1 kcal per mole
orbital gap (alpha / beta) = 7.98 / 3.91 eV
strongest force on any atom = 4.3 eV Å⁻¹

Atoms and positions in Å:
C  1.7502  -0.2515  0.4160
C  -1.8020  -0.1748  0.0537
N  3.7264  -0.4186  0.4606
N  2.6565  -1.1711  0.4931
N  2.1135  1.0155  0.2733
N  3.3590  0.8826  0.3446
N  -1.9811  1.1547  0.0479
N  -1.3650  -0.9815  -0.9808
O  -1.8023  1.7416  -1.0305
O  -1.0003  -0.5213  -2.0629
O  -2.2709  1.7526  1.1149
O  -1.4119  -2.2169  -0.7424
Cl  -1.9722  -0.8112  1.6126